(1)
{"formula": "C39H43BGdN4O3P2Te", "method": "ωB97M-V with the def2-TZVPD basis set", "species": ["Gd", "C", "N", "C", "C", "O", "C", "O", "C", "C", "O", "N", "C", "C", "H", "H", "H", "H", "H", "H", "H", "H", "H", "H", "H", "H", "H", "H", "H", "H", "Te", "C", "C", "C", "N", "C", "C", "C", "P", "C", "C", "C", "C", "C", "C", "C", "C", "C", "C", "C", "C", "P", "C", "C", "C", "C", "C", "C", "C", "C", "C", "C", "C", "C", "H", "H", "H", "H", "H", "H", "H", "H", "H", "H", "H", "H", "H", "H", "H", "H", "H", "H", "H", "H", "H", "H", "H", "H", "B", "C", "N", "H", "H", "H"], "xyz": [[0.502, 0.211, -1.572], [2.948, -4.669, -2.769], [1.750, -3.859, -2.680], [0.510, -4.503, -3.079], [1.743, -2.617, -2.209], [0.706, -1.940, -2.109], [3.081, -2.076, -1.689], [3.049, -0.684, -1.397], [3.834, 0.132, -2.259], [3.026, 0.466, -3.519], [1.895, -0.038, -3.616], [3.558, 1.256, -4.441], [2.750, 1.664, -5.577], [4.832, 1.923, -4.272], [2.679, -5.651, -3.147], [3.421, -4.798, -1.794], [3.669, -4.227, -3.461], [0.577, -4.825, -4.117], [-0.315, -3.805, -2.965], [0.333, -5.373, -2.446], [3.886, -2.298, -2.393], [3.289, -2.599, -0.743], [4.778, -0.367, -2.511], [4.049, 1.045, -1.693], [1.859, 1.041, -5.623], [3.318, 1.555, -6.502], [2.444, 2.704, -5.458], [4.777, 2.696, -3.500], [5.102, 2.395, -5.214], [5.622, 1.221, -4.009], [0.786, 2.223, 2.340], [-0.386, 2.330, 4.135], [-1.767, 2.444, 4.055], [-2.502, 2.460, 5.227], [-1.956, 2.363, 6.428], [-0.641, 2.265, 6.503], [0.190, 2.248, 5.393], [-0.729, 0.817, 1.624], [-1.365, 1.413, 0.024], [-2.899, 0.422, -0.119], [-2.993, -0.448, -1.204], [-4.084, -1.287, -1.336], [-5.102, -1.245, -0.398], [-5.012, -0.390, 0.688], [-3.905, 0.425, 0.841], [-1.883, 3.146, 0.242], [-3.171, 3.584, 0.524], [-3.421, 4.935, 0.697], [-2.400, 5.863, 0.585], [-1.124, 5.436, 0.253], [-0.870, 4.092, 0.069], [0.277, -0.601, 1.107], [1.197, -1.051, 2.620], [2.561, -1.307, 2.556], [3.264, -1.601, 3.713], [2.604, -1.638, 4.930], [1.244, -1.377, 4.995], [0.536, -1.088, 3.844], [-0.956, -1.971, 1.126], [-2.142, -1.873, 1.839], [-3.057, -2.909, 1.808], [-2.782, -4.061, 1.087], [-1.573, -4.186, 0.422], [-0.666, -3.146, 0.441], [-2.251, 2.519, 3.091], [-3.581, 2.559, 5.212], [-0.232, 2.191, 7.502], [1.261, 2.164, 5.498], [-2.189, -0.454, -1.960], [-4.147, -1.964, -2.175], [-5.964, -1.884, -0.512], [-5.802, -0.363, 1.425], [-3.805, 1.050, 1.716], [-3.986, 2.880, 0.593], [-4.422, 5.266, 0.922], [-2.596, 6.911, 0.738], [-0.327, 6.152, 0.136], [0.119, 3.767, -0.239], [3.067, -1.247, 1.597], [4.327, -1.789, 3.671], [3.154, -1.862, 5.832], [0.737, -1.392, 5.948], [-0.520, -0.867, 3.890], [-2.348, -0.977, 2.405], [-3.987, -2.823, 2.346], [-3.501, -4.865, 1.057], [-1.339, -5.101, -0.104], [0.294, -3.250, -0.053], [-0.583, 2.202, -3.462], [0.708, 2.422, -2.596], [1.608, 2.296, -1.864], [-1.511, 2.668, -2.874], [-0.446, 2.610, -4.559], [-0.682, 0.910, -3.474]], "spin_multiplicity": 8, "e_tot_ha": -3697.68657, "gap_ev": [5.712, 7.148], "homo_energy_ev": [-9.40, -9.41], "de_lowest_kj_mol": 0.0, "total_charge": 1}

---

(2)
{"formula": "C39H43Br2IN9SrTe", "method": "ωB97M-V with the def2-TZVPD basis set", "species": ["Sr", "C", "C", "C", "C", "C", "C", "C", "C", "N", "C", "C", "C", "C", "N", "C", "C", "C", "C", "C", "C", "C", "C", "H", "H", "H", "H", "H", "H", "H", "H", "H", "H", "H", "H", "H", "H", "H", "H", "H", "H", "H", "H", "H", "H", "H", "H", "Br", "C", "Br", "H", "H", "N", "N", "N", "C", "N", "N", "H", "H", "H", "I", "C", "C", "C", "C", "N", "C", "H", "H", "H", "H", "C", "C", "C", "C", "C", "C", "N", "C", "C", "C", "C", "C", "C", "H", "H", "H", "H", "H", "H", "H", "H", "H", "H", "Te"], "xyz": [[-0.312, -0.441, -1.213], [1.232, -1.082, 3.256], [-0.161, -1.642, 3.124], [-0.440, -2.948, 3.498], [-1.711, -3.479, 3.346], [-2.712, -2.704, 2.784], [-2.471, -1.392, 2.397], [-3.559, -0.538, 1.799], [-1.194, -0.854, 2.598], [-0.941, 0.467, 2.199], [-0.915, 1.402, 3.062], [-1.198, 1.152, 4.526], [-0.627, 2.817, 2.708], [0.023, 3.659, 3.788], [-0.951, 3.260, 1.573], [-0.786, 4.594, 1.197], [-1.951, 5.350, 0.986], [-3.286, 4.681, 1.136], [-1.840, 6.682, 0.627], [-0.597, 7.279, 0.475], [0.544, 6.515, 0.640], [0.471, 5.171, 0.990], [1.739, 4.369, 1.098], [1.923, -1.860, 3.575], [1.263, -0.271, 3.988], [1.573, -0.679, 2.300], [0.354, -3.553, 3.920], [-1.915, -4.497, 3.653], [-3.701, -3.121, 2.637], [-4.311, -1.157, 1.314], [-3.145, 0.164, 1.072], [-4.054, 0.053, 2.575], [-1.621, 0.159, 4.664], [-1.906, 1.893, 4.897], [-0.288, 1.225, 5.125], [0.935, 3.175, 4.144], [-0.640, 3.797, 4.643], [0.278, 4.636, 3.387], [-3.318, 3.816, 0.468], [-4.097, 5.359, 0.873], [-3.439, 4.321, 2.156], [-2.742, 7.264, 0.477], [-0.516, 8.327, 0.217], [1.519, 6.971, 0.511], [2.354, 4.553, 0.219], [1.530, 3.303, 1.140], [2.321, 4.656, 1.979], [-5.112, 1.362, -1.247], [-5.476, -0.384, -1.833], [-3.598, -1.879, -2.717], [-6.097, -0.400, -2.717], [-5.813, -1.014, -1.022], [5.861, 0.724, -0.244], [4.648, 1.010, -0.818], [4.538, 1.650, -1.955], [3.219, 1.732, -2.074], [2.587, 1.180, -1.034], [3.519, 0.710, -0.244], [6.510, 0.468, -0.974], [5.721, -0.050, 0.393], [2.718, 2.203, -2.902], [0.467, -4.889, -5.713], [-0.257, -2.932, -5.462], [-0.778, -2.226, -6.530], [-1.251, -0.943, -6.295], [-1.139, -0.413, -5.020], [-0.611, -1.092, -4.008], [-0.201, -2.341, -4.210], [-0.819, -2.665, -7.518], [-1.700, -0.368, -7.093], [-1.487, 0.586, -4.779], [0.185, -2.875, -3.353], [-1.039, -5.833, 0.038], [0.150, -5.962, -0.669], [0.845, -4.848, -1.101], [0.379, -3.546, -0.827], [-0.844, -3.444, -0.148], [-1.534, -4.560, 0.281], [0.972, -2.407, -1.309], [2.315, -2.344, -1.538], [3.283, -2.994, -0.734], [4.635, -2.845, -0.965], [5.095, -2.081, -2.032], [4.167, -1.438, -2.840], [2.811, -1.542, -2.586], [-1.575, -6.704, 0.389], [0.541, -6.948, -0.894], [1.756, -4.972, -1.674], [-1.246, -2.454, 0.054], [-2.464, -4.431, 0.817], [2.937, -3.605, 0.091], [5.344, -3.353, -0.319], [6.157, -2.002, -2.237], [4.511, -0.841, -3.676], [2.105, -1.026, -3.230], [-1.651, 2.173, -2.048]], "e_tot_ha": -7749.20551, "gap_ev": [6.189, 4.923], "homo_energy_ev": [-4.05, -2.86], "de_lowest_kj_mol": 200.2, "total_charge": -1}

---

(3)
{"formula": "C39H44BN2O7Si", "method": "ωB97M-V with the def2-TZVPD basis set", "species": ["C", "N", "C", "B", "O", "N", "C", "C", "O", "C", "C", "C", "O", "Si", "C", "C", "C", "C", "H", "H", "H", "H", "H", "H", "H", "H", "H", "H", "H", "H", "H", "H", "H", "H", "H", "H", "H", "H", "H", "H", "H", "H", "H", "H", "H", "H", "C", "C", "C", "C", "C", "C", "C", "O", "C", "C", "C", "C", "C", "C", "C", "O", "H", "H", "H", "H", "H", "H", "H", "H", "C", "C", "C", "C", "C", "C", "C", "O", "C", "C", "C", "C", "C", "C", "C", "O", "H", "H", "H", "H", "H", "H", "H", "H"], "xyz": [[1.645, -5.457, -1.019], [0.996, -4.530, -1.969], [0.155, -5.258, -2.940], [1.943, -3.672, -2.620], [2.839, -3.980, -3.606], [1.856, -2.135, -2.293], [2.213, -1.908, -0.835], [1.528, -0.682, -0.250], [0.150, -0.728, -0.509], [-0.124, -0.513, -1.876], [-1.636, -0.474, -2.077], [-2.387, -1.679, -1.491], [-2.689, -2.595, -2.532], [-3.607, -3.955, -2.187], [-2.809, -4.847, -0.747], [-5.350, -3.465, -1.758], [-3.570, -4.968, -3.739], [0.489, -1.623, -2.751], [2.554, -5.024, -0.582], [0.957, -5.687, -0.195], [1.932, -6.391, -1.521], [-0.641, -5.775, -2.393], [0.726, -5.996, -3.525], [-0.323, -4.548, -3.627], [3.783, -3.968, -3.462], [2.554, -1.670, -2.868], [1.886, -2.799, -0.290], [3.305, -1.818, -0.775], [1.666, -0.696, 0.837], [1.957, 0.252, -0.639], [0.306, 0.464, -2.168], [-2.014, 0.470, -1.669], [-1.841, -0.464, -3.158], [-1.768, -2.175, -0.730], [-3.308, -1.336, -0.997], [-2.986, -5.929, -0.855], [-3.213, -4.539, 0.228], [-1.722, -4.687, -0.728], [-5.386, -2.516, -1.209], [-5.811, -4.227, -1.115], [-5.973, -3.360, -2.655], [-4.242, -5.831, -3.649], [-3.909, -4.369, -4.593], [-2.564, -5.347, -3.971], [0.645, -1.225, -3.761], [-0.185, -2.486, -2.809], [-0.738, -0.524, 3.565], [-1.366, -0.648, 2.330], [-2.246, 0.327, 1.895], [-2.496, 1.442, 2.686], [-1.856, 1.575, 3.918], [-0.981, 0.588, 4.358], [-2.089, 2.773, 4.784], [-1.519, 2.892, 5.845], [-3.036, 3.809, 4.281], [-3.294, 4.919, 5.075], [-4.161, 5.902, 4.627], [-4.773, 5.783, 3.384], [-4.520, 4.679, 2.588], [-3.654, 3.687, 3.033], [-3.408, 2.506, 2.163], [-3.905, 2.404, 1.061], [-0.053, -1.290, 3.908], [-1.171, -1.508, 1.701], [-2.742, 0.253, 0.936], [-0.503, 0.712, 5.320], [-2.805, 4.995, 6.037], [-4.364, 6.764, 5.248], [-5.449, 6.553, 3.039], [-4.988, 4.566, 1.619], [7.724, 3.910, -0.503], [7.790, 2.880, 0.428], [6.627, 2.344, 0.955], [5.391, 2.844, 0.560], [5.326, 3.884, -0.372], [6.496, 4.411, -0.904], [4.018, 4.448, -0.817], [3.955, 5.317, -1.656], [2.781, 3.891, -0.189], [1.545, 4.411, -0.558], [0.384, 3.897, -0.002], [0.456, 2.871, 0.936], [1.685, 2.364, 1.318], [2.851, 2.856, 0.744], [4.155, 2.245, 1.133], [4.192, 1.272, 1.860], [8.635, 4.326, -0.914], [8.751, 2.497, 0.744], [6.656, 1.543, 1.682], [6.424, 5.214, -1.625], [1.516, 5.214, -1.283], [-0.579, 4.298, -0.291], [-0.450, 2.473, 1.376], [1.760, 1.577, 2.057]], "e_tot_ha": -2463.03252, "gap_ev": 8.546, "homo_energy_ev": -11.46, "total_charge": 1}